# 1
The following is a DFT calculation (the ωB97M-V functional and the def2-TZVPD basis) of C3H3NO3 as an isolated structure at a distorted geometry.

## Properties
- molecular weight (Da) = 101.06
- HOMO level (eV) = -8.57
- LUMO energy (eV) = 0.37
- total charge = 0
- 2S+1 = 1

Each line ends with the Mulliken charge.
Atoms and positions in Å:
C (1.058, -0.119, 0.216)  0.324
C (0.593, 1.103, 0.116)  -0.171
C (-1.134, 0.036, -0.111)  0.562
H (2.557, -1.383, -0.081)  0.334
H (1.094, 2.100, -0.182)  0.295
H (-2.454, -1.382, -0.138)  0.330
N (-0.774, 1.265, -0.040)  -0.451
O (2.457, -0.363, -0.151)  -0.462
O (-2.332, -0.483, -0.014)  -0.424
O (0.014, -0.943, 0.085)  -0.338

***

# 2
The following is a DFT calculation (the ωB97M-V functional and the def2-TZVPD basis) of C10H30CuO10 as an isolated structure at a distorted geometry.

## Properties
- molecular weight (Da) = 373.89
- HOMO level (eV) = -11.87
- LUMO energy (eV) = -6.02
- total charge = +1
- 2S+1 = 1

Each line ends with the Mulliken charge.
Atoms and positions in Å:
Cu (-17.002, -23.447, 8.618)  0.947
C (-21.946, -23.213, 10.896)  -0.357
C (-22.315, -21.728, 11.254)  -0.307
O (-22.212, -21.619, 12.660)  -0.519
O (-20.532, -23.322, 10.884)  -0.492
H (-22.189, -23.417, 9.853)  0.290
H (-22.367, -23.937, 11.594)  0.266
H (-23.360, -21.505, 11.037)  0.306
H (-21.665, -21.032, 10.724)  0.235
H (-21.338, -21.588, 13.057)  0.302
H (-20.328, -23.219, 11.816)  0.274
C (-19.259, -24.433, 3.197)  -0.282
C (-20.545, -24.368, 2.269)  -0.476
O (-20.581, -23.054, 1.730)  -0.514
O (-19.466, -23.867, 4.452)  -0.479
H (-18.359, -24.083, 2.691)  0.323
H (-19.137, -25.490, 3.434)  0.231
H (-21.497, -24.468, 2.791)  0.260
H (-20.541, -25.097, 1.459)  0.310
H (-19.773, -22.940, 1.224)  0.317
H (-19.823, -22.995, 4.267)  0.307
C (-19.544, -28.147, 7.825)  -0.328
C (-19.398, -29.421, 6.888)  -0.364
O (-19.739, -30.537, 7.677)  -0.536
O (-18.240, -27.727, 8.285)  -0.520
H (-20.150, -28.314, 8.716)  0.367
H (-20.018, -27.344, 7.262)  0.204
H (-18.427, -29.610, 6.430)  0.287
H (-20.085, -29.204, 6.070)  0.266
H (-18.954, -30.913, 8.080)  0.300
H (-18.410, -27.680, 9.228)  0.328
C (-14.491, -21.398, 6.229)  -0.377
C (-14.710, -20.418, 7.444)  -0.416
O (-16.059, -20.344, 7.843)  -0.536
O (-14.668, -22.778, 6.552)  -0.481
H (-13.482, -21.277, 5.835)  0.381
H (-15.236, -21.093, 5.495)  0.237
H (-14.372, -19.450, 7.074)  0.271
H (-14.144, -20.618, 8.354)  0.341
H (-16.134, -20.140, 8.778)  0.333
H (-13.888, -23.227, 6.218)  0.301
C (-13.770, -23.854, 12.846)  -0.265
C (-13.734, -24.945, 13.914)  -0.581
O (-14.050, -24.467, 15.244)  -0.477
O (-15.061, -23.578, 12.337)  -0.499
H (-13.222, -24.039, 11.923)  0.322
H (-13.278, -23.001, 13.314)  0.237
H (-12.794, -25.495, 13.941)  0.366
H (-14.430, -25.711, 13.572)  0.301
H (-15.005, -24.412, 15.166)  0.310
H (-15.663, -23.470, 13.077)  0.284

***

# 3
The following is a DFT calculation (the ωB97M-V functional and the def2-TZVPD basis) of a 2-piece molecular cluster, C7H16NS overall at a distorted geometry.

## Properties
- molecular weight (Da) = 146.28
- HOMO level (alpha / beta) (eV) = -12.64 / -12.64
- LUMO energy (alpha / beta) (eV) = -5.14 / -5.14
- total charge = +1
- 2S+1 = 1

Each line ends with the Mulliken charge.
Atoms and positions in Å:
C (2.208, -2.452, -0.092)  -0.899
C (0.943, -2.805, -0.102)  0.015
C (-1.608, 0.929, 1.167)  -1.419
C (-1.010, 2.410, -0.951)  -1.592
C (0.728, 1.414, 0.490)  -1.808
C (-0.804, -0.080, -0.933)  -0.576
C (-0.676, 1.133, -0.086)  2.159
N (-0.099, -2.345, 0.676)  -0.382
S (0.458, -0.765, -1.814)  -0.043
H (2.827, -2.871, -0.804)  0.327
H (2.691, -1.848, 0.590)  0.354
H (0.606, -3.593, -0.902)  0.260
H (-0.970, 1.061, 2.046)  0.326
H (-2.363, 1.749, 1.085)  0.391
H (-2.160, -0.063, 1.126)  0.300
H (-0.128, 2.846, -1.469)  0.348
H (-1.763, 2.186, -1.720)  0.435
H (-1.319, 3.327, -0.304)  0.398
H (1.687, 1.422, -0.213)  0.382
H (1.202, 1.015, 1.513)  0.250
H (0.670, 2.458, 0.715)  0.531
H (-1.816, -0.486, -1.082)  0.519
H (-0.970, -2.839, 0.632)  0.237
H (0.178, -1.833, 1.637)  0.256
H (1.488, 0.030, -1.203)  0.228

***

Results for energy: -10789.6912, -75958.4727, -19833.7835 (in eV, following the order of the records).
Results for relative energy (zero: lowest compared OMol25 entry of this formula, charge and spin): 69.4, 115.9, 91.9 (in kcal/mol, following the order of the records).